# 1
The following is a quantum chemistry calculation of a structure of composition C35H15F15GeN2O4OsS, from OMol25.

Each line ends with the Mulliken charge.
CARTESIAN COORDINATES (ANGSTROEM)
1 Os -0.111 0.683 1.669  0.940
2 C -1.435 5.836 4.062  -1.032
3 O -1.014 4.569 3.584  -0.304
4 C 0.255 4.190 3.866  0.866
5 C 1.207 4.996 4.453  -0.665
6 C 2.501 4.514 4.687  -0.838
7 C 2.838 3.239 4.322  -1.197
8 C 1.889 2.403 3.702  0.484
9 C 2.294 1.071 3.347  -0.003
10 N 1.605 0.268 2.609  0.414
11 N 2.103 -1.013 2.475  -0.913
12 C 1.178 -1.785 1.999  0.724
13 O -0.035 -1.359 1.734  -0.770
14 C 1.480 -3.219 1.797  -0.160
15 C 2.678 -3.764 2.255  -0.502
16 C 2.953 -5.104 2.043  -0.665
17 C 2.039 -5.909 1.374  -0.616
18 C 0.844 -5.370 0.921  -0.594
19 C 0.564 -4.029 1.136  0.365
20 C 0.580 2.863 3.489  0.964
21 O -0.397 2.127 2.970  -0.799
22 H -1.298 5.913 5.143  0.408
23 H -2.492 5.908 3.825  0.245
24 H -0.895 6.647 3.567  0.382
25 H 0.963 6.010 4.736  0.435
26 H 3.231 5.162 5.153  0.387
27 H 3.837 2.859 4.497  0.393
28 H 3.233 0.678 3.723  0.461
29 H 3.385 -3.129 2.770  0.464
30 H 3.883 -5.526 2.402  0.397
31 H 2.259 -6.956 1.209  0.399
32 H 0.128 -5.996 0.402  0.345
33 H -0.367 -3.599 0.805  0.346
34 C -0.317 3.552 0.079  -1.246
35 C -0.744 2.219 0.552  1.161
36 O -1.826 1.673 0.491  -0.419
37 H -0.943 3.896 -0.743  0.305
38 H 0.730 3.521 -0.213  0.290
39 H -0.436 4.230 0.929  0.217
40 F -0.036 -3.609 -2.787  -0.325
41 C -0.987 -3.464 -1.856  0.639
42 C -1.294 -2.218 -1.334  -0.354
43 C -2.287 -2.189 -0.367  0.412
44 F -2.655 -1.022 0.162  -0.395
45 C -2.945 -3.320 0.073  0.143
46 F -3.889 -3.244 1.006  -0.338
47 C -2.605 -4.548 -0.470  0.750
48 F -3.212 -5.652 -0.054  -0.351
49 C -1.623 -4.621 -1.440  -0.055
50 F -1.286 -5.803 -1.954  -0.385
51 Ge -0.417 -0.548 -1.882  1.443
52 S 0.923 0.412 -0.422  -0.777
53 C 0.684 -0.926 -3.468  -0.402
54 C 0.078 -1.030 -4.710  0.315
55 F -1.257 -0.921 -4.813  -0.355
56 C 0.780 -1.278 -5.873  0.135
57 F 0.154 -1.368 -7.045  -0.298
58 C 2.152 -1.448 -5.805  0.727
59 F 2.847 -1.690 -6.909  -0.297
60 C 2.792 -1.375 -4.582  0.058
61 F 4.110 -1.554 -4.514  -0.297
62 C 2.055 -1.122 -3.438  -0.038
63 F 2.727 -1.094 -2.284  -0.280
64 C -1.775 0.746 -2.495  -0.760
65 C -1.330 1.975 -2.954  0.409
66 F -0.013 2.225 -3.031  -0.451
67 C -2.185 2.983 -3.357  0.259
68 F -1.709 4.157 -3.777  -0.346
69 C -3.550 2.764 -3.319  0.748
70 F -4.389 3.720 -3.700  -0.313
71 C -4.035 1.540 -2.896  0.176
72 F -5.347 1.317 -2.881  -0.308
73 C -3.146 0.555 -2.501  0.533
74 F -3.678 -0.619 -2.142  -0.288

Calculated values
LUMO in eV: -1.07
Gap between HOMO and LUMO in eV: 7.47
Energy relative to the best compared isomer or geometry (same formula, charge and spin) in kcal per mole: 13.3



# 2
The following is a quantum chemistry calculation of an isolated molecule of C5H9Cl, from OMol25.

Each line ends with the Mulliken charge.
CARTESIAN COORDINATES (ANGSTROEM)
1 C 2.119 -1.169 0.163  -1.127
2 C 1.122 -0.176 -0.333  -0.144
3 C 0.321 0.678 0.322  -0.186
4 C -0.921 1.093 -0.403  -0.589
5 C -2.178 0.446 0.295  -0.459
6 Cl -2.373 -1.323 -0.042  -0.209
7 H 2.951 -1.055 -0.626  0.286
8 H 2.540 -0.965 1.136  0.325
9 H 1.835 -2.210 0.054  0.273
10 H 0.859 -0.578 -1.348  0.126
11 H 0.604 1.004 1.258  0.436
12 H -0.866 0.578 -1.398  0.266
13 H -0.962 2.197 -0.408  0.342
14 H -3.092 0.905 -0.040  0.355
15 H -1.958 0.574 1.370  0.305

Calculated values
Structure (SMILES): C/C=C/CCCl
LUMO in eV: 1.06
Gap between HOMO and LUMO in eV: 10.24
Energy relative to the best compared isomer or geometry (same formula, charge and spin) in kcal per mole: 27.6



# 3
The following is a quantum chemistry calculation of a structure of composition C26H44BBr2GaN11O2S, from OMol25.

Each line ends with the Mulliken charge.
CARTESIAN COORDINATES (ANGSTROEM)
1 C 4.676 3.070 3.672  -0.621
2 O 4.339 1.823 4.283  -0.379
3 B 2.961 1.851 4.578  0.085
4 O 2.585 2.523 5.765  -0.560
5 Ga 1.474 0.993 3.309  0.008
6 S -0.067 -0.288 4.515  -0.535
7 C 0.538 2.617 2.392  -0.381
8 Br 1.243 2.759 0.565  -0.251
9 C -0.967 2.533 2.509  0.663
10 C -1.367 2.997 3.914  -1.193
11 Br -1.881 3.814 1.232  -0.268
12 H 5.337 2.897 2.829  0.186
13 H 5.134 3.742 4.393  0.238
14 H 3.787 3.552 3.254  0.225
15 H 2.229 3.376 5.494  0.289
16 H 2.112 0.069 2.224  0.013
17 H 0.466 -0.365 5.742  0.051
18 H 0.837 3.532 2.894  0.612
19 H -1.321 1.538 2.297  -0.173
20 H -2.022 2.283 4.400  0.290
21 H -0.466 3.113 4.511  0.202
22 H -1.882 3.948 3.883  0.443
23 C 1.748 1.846 -3.203  -0.567
24 C 2.543 2.952 -2.696  0.240
25 N 3.198 3.740 -2.184  -0.422
26 H 1.626 1.098 -2.422  0.216
27 H 0.767 2.215 -3.493  0.167
28 H 2.226 1.388 -4.066  0.368
29 C 5.890 0.053 1.689  -0.907
30 C 4.649 0.011 0.934  0.503
31 N 3.619 -0.031 0.430  -0.345
32 H 6.395 -0.906 1.603  0.369
33 H 6.542 0.839 1.311  0.349
34 H 5.666 0.251 2.738  0.128
35 C 3.517 -3.259 2.483  -0.268
36 C 4.966 -3.292 2.333  0.232
37 N 6.109 -3.318 2.220  -0.553
38 H 3.249 -2.723 3.383  -0.058
39 H 3.066 -2.753 1.629  0.212
40 H 3.138 -4.277 2.548  0.410
41 C 5.026 -3.469 6.733  -0.811
42 C 3.759 -3.502 6.016  0.457
43 N 2.771 -3.526 5.433  -0.437
44 H 5.538 -4.422 6.617  0.285
45 H 5.653 -2.676 6.331  0.252
46 H 4.845 -3.283 7.790  0.311
47 C -0.618 -3.104 1.171  -0.834
48 C -0.885 -1.689 1.353  0.133
49 N -1.071 -0.574 1.533  -0.060
50 H -0.786 -3.377 0.131  0.346
51 H 0.415 -3.315 1.444  0.020
52 H -1.282 -3.687 1.805  0.309
53 C -4.750 -1.085 1.460  -0.562
54 C -4.054 -1.846 0.431  0.341
55 N -3.506 -2.436 -0.385  -0.457
56 H -4.681 -1.607 2.412  0.305
57 H -4.297 -0.102 1.562  0.191
58 H -5.794 -0.968 1.188  0.132
59 C -1.885 1.715 -1.175  -0.130
60 C -1.523 0.873 -2.309  0.084
61 N -1.206 0.218 -3.198  -0.429
62 H -1.462 1.302 -0.260  -0.313
63 H -1.489 2.719 -1.317  0.373
64 H -2.968 1.763 -1.084  0.358
65 C -1.326 -2.176 -5.470  -0.193
66 C -2.381 -3.099 -5.871  0.323
67 N -3.208 -3.829 -6.186  -0.436
68 H -1.693 -1.482 -4.720  0.111
69 H -0.486 -2.731 -5.057  0.263
70 H -0.985 -1.610 -6.336  -0.016
71 C -0.985 -1.816 -9.566  -0.760
72 C -0.145 -0.721 -9.093  0.377
73 N 0.514 0.136 -8.710  -0.440
74 H -1.102 -2.561 -8.782  0.249
75 H -1.966 -1.435 -9.841  0.285
76 H -0.525 -2.281 -10.435  0.298
77 C -2.136 2.653 -8.360  -0.340
78 C -3.577 2.456 -8.449  0.287
79 N -4.710 2.300 -8.528  -0.372
80 H -1.619 1.715 -8.549  -0.089
81 H -1.819 3.388 -9.097  0.264
82 H -1.870 3.007 -7.366  0.244
83 C -9.097 -0.672 2.137  -0.820
84 C -8.018 0.309 2.146  0.376
85 N -7.167 1.076 2.153  -0.350
86 H -10.057 -0.162 2.139  0.309
87 H -9.024 -1.292 1.246  0.278
88 H -9.025 -1.305 3.019  0.266

Calculated values
Charge: -1
LUMO in eV: 1.86
Gap between HOMO and LUMO in eV: 6.61